Entry 1:
The following is a DFT calculation (ωB97M-V/def2-TZVPD) of C29H83BGaO15 as an isolated structure.

Geometry as XYZ:
```
129
Properties=species:S:1:pos:R:3:mulliken_charge:R:1
C -4.043 -6.119 4.248 -1.299
C -2.573 -5.878 3.870 -0.118
C -1.859 -4.855 4.782 -0.852
Ga -0.788 -3.388 3.834 0.334
C -1.603 -1.535 4.246 -0.645
C -1.604 -1.150 5.701 -0.565
O -1.582 0.318 5.969 -0.422
C -2.750 0.960 5.779 0.478
C -3.048 1.413 4.370 -0.416
O -3.498 1.204 6.700 -0.625
B -0.818 -3.506 1.705 0.130
O 0.294 -3.672 0.865 -0.274
O -2.058 -3.344 1.021 -0.622
H -4.505 -6.819 3.544 0.330
H -4.103 -6.545 5.256 0.323
H -4.597 -5.176 4.228 0.300
H -2.039 -6.835 3.912 0.244
H -2.563 -5.549 2.824 0.106
H -1.155 -5.388 5.434 0.321
H -2.593 -4.385 5.450 0.375
H 0.740 -3.389 4.406 -0.443
H -2.637 -1.524 3.869 0.377
H -1.008 -0.794 3.696 0.339
H -2.482 -1.552 6.221 0.341
H -0.718 -1.499 6.236 0.287
H -4.032 1.043 4.072 0.288
H -2.315 1.015 3.672 0.049
H -3.048 2.503 4.304 0.244
H 0.730 -2.806 0.794 0.132
H -2.264 -2.409 0.907 0.226
C -9.184 -5.746 2.178 -1.052
C -7.952 -5.151 2.839 -0.237
O -6.759 -5.826 2.472 -0.426
H -9.275 -6.802 2.431 0.275
H -10.090 -5.228 2.498 0.333
H -9.113 -5.667 1.090 0.319
H -8.020 -5.242 3.922 0.279
H -7.870 -4.085 2.597 0.276
H -6.646 -5.748 1.520 0.248
C 4.268 -0.643 -0.967 -1.058
C 3.486 -1.941 -0.925 -0.187
O 2.133 -1.743 -0.532 -0.286
H 4.250 -0.161 0.012 0.264
H 5.305 -0.807 -1.254 0.388
H 3.825 0.051 -1.686 0.213
H 3.912 -2.628 -0.194 0.283
H 3.505 -2.431 -1.905 0.246
H 1.721 -1.151 -1.172 0.128
C 2.240 -5.425 -1.487 -0.690
C 3.000 -6.405 -2.356 -0.400
O 4.258 -5.882 -2.794 -0.520
H 2.068 -4.492 -2.024 0.138
H 1.275 -5.825 -1.178 0.347
H 2.804 -5.185 -0.584 0.259
H 2.445 -6.633 -3.265 0.305
H 3.163 -7.346 -1.818 0.268
H 4.772 -5.676 -2.007 0.295
C -5.201 4.301 0.606 -1.444
C -4.097 3.530 1.305 0.360
O -4.511 2.224 1.689 -0.434
H -6.078 4.375 1.251 0.363
H -4.871 5.308 0.345 0.367
H -5.504 3.791 -0.312 0.375
H -3.808 4.032 2.228 0.298
H -3.211 3.470 0.663 -0.055
H -4.755 1.744 0.891 0.262
C -1.721 1.197 -0.153 -0.710
C -0.898 0.310 -1.069 -0.090
O 0.319 0.951 -1.469 -0.493
H -1.952 2.142 -0.648 0.093
H -2.653 0.704 0.131 0.270
H -1.168 1.427 0.761 0.408
H -1.444 0.085 -1.984 0.276
H -0.667 -0.638 -0.572 -0.055
H 0.815 1.142 -0.665 0.287
C -4.089 3.032 -3.176 -0.997
C -3.776 4.340 -2.472 0.118
O -2.452 4.366 -1.952 -0.496
H -3.951 2.192 -2.494 0.192
H -5.116 3.019 -3.542 0.372
H -3.421 2.881 -4.027 0.383
H -4.433 4.479 -1.615 -0.267
H -3.929 5.184 -3.154 0.341
H -1.839 4.255 -2.686 0.295
C 6.693 3.006 -4.009 -1.072
C 5.807 1.952 -3.379 0.270
O 6.258 1.545 -2.094 -0.526
H 7.719 2.646 -4.108 0.298
H 6.319 3.279 -4.998 0.177
H 6.711 3.908 -3.397 0.357
H 5.791 1.045 -3.986 0.064
H 4.780 2.329 -3.307 0.141
H 6.268 2.319 -1.523 0.290
C 2.542 5.627 -3.037 -0.841
C 3.860 6.256 -2.633 -0.326
O 4.963 5.601 -3.252 -0.449
H 2.530 4.569 -2.773 0.194
H 1.696 6.117 -2.553 0.377
H 2.412 5.706 -4.120 0.213
H 4.017 6.167 -1.558 0.305
H 3.872 7.321 -2.888 0.261
H 4.861 5.677 -4.208 0.263
C 3.968 2.671 -7.151 -0.727
C 3.288 3.981 -6.805 -0.173
O 4.160 5.106 -6.949 -0.511
H 4.855 2.527 -6.537 0.021
H 3.292 1.831 -6.994 0.288
H 4.290 2.659 -8.196 0.382
H 2.978 3.988 -5.760 0.101
H 2.394 4.127 -7.421 0.347
H 4.452 5.139 -7.865 0.277
C 7.244 -1.698 -6.848 -1.092
C 6.776 -0.267 -7.029 -0.067
O 5.356 -0.151 -6.990 -0.489
H 6.811 -2.339 -7.617 0.280
H 8.331 -1.764 -6.908 0.350
H 6.933 -2.087 -5.876 0.312
H 7.076 0.115 -8.005 0.318
H 7.223 0.378 -6.264 0.109
H 5.060 -0.470 -6.131 0.290
C -2.388 2.977 9.557 -0.731
C -1.169 2.197 10.006 -0.247
O -1.499 0.864 10.378 -0.534
H -3.138 3.006 10.350 0.275
H -2.124 4.002 9.286 0.295
H -2.844 2.502 8.686 0.119
H -0.716 2.653 10.887 0.298
H -0.417 2.182 9.209 0.233
H -1.882 0.438 9.603 0.315
```

HOMO energy = -4.230 eV
Charge = -1
Total energy = -4232.8981 Ha

Entry 2:
The following is a DFT calculation (ωB97M-V/def2-TZVPD) of a 10-piece molecular cluster, C29H85Br2O36P9 overall at a distorted geometry.

Geometry as XYZ:
```
161
Properties=species:S:1:pos:R:3:mulliken_charge:R:1
C 4.308 5.565 -1.593 -0.684
O 4.934 4.702 -0.564 -0.231
P 5.274 3.160 -0.760 0.321
O 6.358 2.793 -1.716 -0.808
O 5.409 2.670 0.733 0.246
C 6.642 2.545 1.411 -0.566
O 3.834 2.527 -1.184 0.273
C 3.663 1.949 -2.414 -0.878
H 3.417 5.969 -1.111 0.287
H 3.814 4.932 -2.330 0.231
H 4.937 6.298 -2.098 0.280
H 7.252 1.815 0.878 0.004
H 6.417 2.176 2.412 0.293
H 7.279 3.411 1.592 0.363
H 2.924 2.612 -2.864 0.351
H 3.286 0.929 -2.344 0.025
H 4.449 2.093 -3.155 0.438
C -2.737 5.606 -0.240 -0.709
O -1.591 5.080 0.329 -0.311
P -1.446 4.462 1.870 0.341
O -1.554 5.467 2.922 -0.738
O -0.055 3.648 1.747 0.560
C 1.109 4.196 2.117 -1.014
O -2.496 3.249 1.910 -0.094
C -2.339 2.258 2.907 -0.452
H -3.621 5.607 0.398 0.308
H -2.792 4.947 -1.107 0.261
H -2.570 6.570 -0.719 0.258
H 1.535 4.247 1.115 0.284
H 1.601 3.523 2.819 0.123
H 1.130 5.238 2.435 0.521
H -1.276 2.023 2.955 0.235
H -2.947 1.397 2.629 0.019
H -2.632 2.683 3.867 0.378
C 4.250 5.626 3.020 -0.704
O 3.301 5.120 4.003 0.011
P 3.888 4.661 5.478 0.790
O 4.995 5.546 5.989 -0.728
O 4.235 3.080 5.262 -0.306
C 3.229 2.136 5.305 -0.372
O 2.576 4.653 6.308 -0.277
C 2.047 5.885 6.886 -0.730
H 3.868 6.537 2.560 0.252
H 4.308 4.785 2.328 0.159
H 5.189 5.925 3.485 0.432
H 2.230 2.544 5.457 0.287
H 3.302 1.413 6.117 0.309
H 3.234 1.572 4.372 0.000
H 2.714 6.628 6.449 0.317
H 2.285 5.754 7.942 0.287
H 1.024 6.144 6.614 0.268
C 9.408 -0.332 -0.477 -0.797
O 8.117 -0.679 0.102 -0.201
P 7.857 -1.091 1.599 0.702
O 8.425 -0.231 2.627 -0.682
O 6.301 -1.119 1.715 0.078
C 5.426 -1.782 0.834 -0.863
O 8.393 -2.693 1.665 -0.367
C 7.708 -3.673 2.425 -0.700
H 9.357 0.738 -0.681 0.285
H 9.810 -0.836 -1.356 0.293
H 10.136 -0.451 0.325 0.328
H 5.889 -2.396 0.062 0.448
H 4.719 -1.115 0.341 0.171
H 4.953 -2.600 1.377 0.462
H 7.252 -4.460 1.825 0.260
H 7.069 -3.215 3.181 0.285
H 8.398 -4.102 3.150 0.321
C 4.162 -7.258 -2.193 -0.722
O 4.148 -5.857 -2.470 -0.368
P 2.919 -5.221 -3.253 1.295
O 1.597 -5.726 -2.811 -0.711
O 3.147 -3.635 -3.132 -0.387
C 3.009 -2.943 -1.902 -0.179
O 3.234 -5.542 -4.772 -0.360
C 2.273 -5.943 -5.769 -0.707
H 5.146 -7.672 -2.410 0.278
H 3.515 -7.791 -2.890 0.307
H 3.705 -7.433 -1.218 0.277
H 2.434 -2.032 -2.066 0.164
H 3.952 -2.717 -1.403 0.168
H 2.419 -3.592 -1.254 0.061
H 2.769 -6.704 -6.371 0.270
H 2.104 -5.195 -6.544 0.303
H 1.274 -6.223 -5.433 0.313
C -3.947 -2.785 -6.098 -0.854
O -3.514 -2.443 -4.785 -0.215
P -2.758 -1.013 -4.780 0.529
O -2.260 -0.616 -6.100 -0.806
O -3.871 0.022 -4.083 -0.045
C -4.973 0.535 -4.711 -0.798
O -1.717 -1.409 -3.616 0.309
C -0.702 -2.283 -3.902 -0.550
H -4.688 -3.573 -6.233 0.289
H -2.995 -3.068 -6.547 0.312
H -4.426 -2.111 -6.808 0.315
H -4.894 0.665 -5.790 0.413
H -5.004 1.612 -4.542 0.275
H -5.995 0.265 -4.445 0.340
H -1.083 -3.001 -4.628 0.298
H -0.322 -2.945 -3.124 0.069
H 0.086 -1.610 -4.239 0.253
C -6.432 1.725 -0.624 -0.610
O -6.571 1.670 -2.034 0.131
P -7.550 2.715 -2.897 0.578
O -7.003 4.036 -3.079 -0.675
O -8.022 1.919 -4.213 -0.241
C -9.384 1.923 -4.656 -0.734
O -8.896 2.565 -2.016 -0.353
C -9.884 3.596 -1.784 -0.764
H -7.181 1.017 -0.270 0.290
H -6.551 2.737 -0.237 0.367
H -5.478 1.279 -0.343 0.150
H -9.887 2.885 -4.750 0.318
H -10.060 1.244 -4.135 0.290
H -9.372 1.667 -5.715 0.308
H -9.930 4.271 -0.929 0.317
H -10.836 3.084 -1.646 0.307
H -9.916 4.335 -2.584 0.314
C -2.268 -1.339 2.456 0.315
O -1.001 -1.862 2.696 0.162
P -0.832 -3.430 3.165 0.793
O -1.848 -3.806 4.149 -0.691
O -0.870 -4.277 1.693 -0.494
C 0.023 -3.934 0.657 -0.510
O 0.707 -3.619 3.672 -0.282
C 1.067 -3.085 4.911 -0.803
H -2.585 -0.954 3.425 0.217
H -2.955 -2.088 2.061 0.177
H -2.165 -0.402 1.909 -0.611
H 0.645 -4.762 0.318 0.303
H 0.602 -3.060 0.953 0.268
H -0.473 -3.699 -0.285 0.273
H 2.141 -3.254 4.998 0.262
H 0.671 -3.834 5.597 0.342
H 0.807 -2.042 5.092 0.297
C -5.017 -4.542 2.797 -0.635
O -4.843 -4.506 1.346 -0.335
P -5.663 -3.296 0.601 0.930
O -5.749 -2.029 1.379 -0.593
O -7.163 -3.756 0.141 -0.335
C -8.031 -4.224 1.111 -0.711
O -4.664 -3.138 -0.650 -0.369
C -4.351 -1.907 -1.207 -0.139
H -5.565 -5.397 3.193 0.346
H -5.483 -3.686 3.284 0.323
H -4.015 -4.662 3.211 0.173
H -7.869 -3.743 2.075 0.349
H -7.943 -5.310 1.110 0.247
H -9.013 -3.856 0.813 0.283
H -3.805 -2.161 -2.116 -0.001
H -3.961 -1.204 -0.472 0.132
H -5.353 -1.530 -1.411 0.243
Br 1.814 0.362 1.965 -0.100
C 1.241 1.023 0.167 0.401
C -0.273 0.676 -0.118 0.109
Br -1.046 1.419 -1.814 -0.146
H 1.926 0.454 -0.463 0.025
H 1.427 2.088 0.303 -0.149
H -0.940 0.998 0.682 -0.512
H -0.528 -0.369 -0.293 0.384
```

HOMO energy = -10.180 eV
ΔE to the lowest compared entry with this formula, charge and spin = 115.17 kcal per mole
Total energy = -12085.3729 Ha

Entry 3:
The following is a DFT calculation (ωB97M-V/def2-TZVPD) of a 11-piece molecular cluster, C29H86N16O11 overall at a distorted geometry.

Geometry as XYZ:
```
142
Properties=species:S:1:pos:R:3:mulliken_charge:R:1
C -2.551 2.797 4.396 -0.413
O -2.395 3.810 3.403 -0.442
C -2.182 3.392 2.077 0.427
C -1.429 4.402 1.251 0.314
C -2.221 5.684 0.930 -1.645
N -1.022 3.855 -0.069 -0.147
H -2.129 3.155 5.333 0.259
H -2.124 1.836 4.107 0.052
H -3.637 2.759 4.512 0.265
H -1.629 2.444 2.086 -0.153
H -3.131 3.159 1.572 -0.024
H -0.508 4.715 1.753 0.395
H -3.219 5.489 0.538 0.335
H -1.724 6.395 0.270 0.430
H -2.377 6.267 1.841 0.429
H -0.400 3.051 0.000 -0.344
H -0.410 4.592 -0.406 0.227
C 7.296 2.194 1.015 -0.826
O 6.134 2.449 1.789 -0.283
C 6.137 1.544 2.886 -0.807
C 4.933 1.664 3.804 0.389
C 4.700 0.415 4.607 -1.436
N 3.724 2.038 3.029 -0.522
H 7.470 2.990 0.291 0.278
H 7.202 1.248 0.474 0.251
H 8.233 2.154 1.578 0.356
H 6.265 0.509 2.526 0.305
H 7.086 1.630 3.435 0.542
H 5.112 2.520 4.461 0.385
H 3.790 0.479 5.200 0.386
H 5.594 0.111 5.150 0.429
H 4.502 -0.371 3.867 0.187
H 4.111 2.588 2.265 0.431
H 3.378 1.276 2.445 -0.060
C -2.872 -4.766 -1.409 -0.606
O -1.546 -4.718 -1.005 -0.060
C -0.633 -5.400 -1.830 -0.949
C -0.162 -4.579 -3.072 0.472
C 1.105 -5.234 -3.642 -1.663
N 0.076 -3.198 -2.662 -0.046
H -3.363 -5.741 -1.527 0.375
H -3.081 -4.297 -2.383 0.226
H -3.438 -4.178 -0.685 0.094
H 0.264 -5.607 -1.247 0.387
H -1.091 -6.325 -2.200 0.325
H -0.989 -4.657 -3.782 0.527
H 1.756 -5.678 -2.890 0.307
H 1.673 -4.459 -4.160 0.416
H 0.859 -5.930 -4.446 0.384
H 0.570 -3.130 -1.783 0.108
H -0.795 -2.666 -2.669 0.011
C -8.424 0.236 -1.989 -0.807
O -7.623 -0.247 -0.927 -0.416
C -6.308 0.282 -0.965 -0.501
C -5.530 -0.195 0.283 0.093
C -4.116 0.387 0.277 0.011
N -5.442 -1.647 0.403 -0.645
H -8.344 1.318 -2.126 0.321
H -9.475 0.190 -1.683 0.292
H -8.340 -0.400 -2.869 0.292
H -5.806 -0.172 -1.833 0.143
H -6.331 1.365 -1.116 0.490
H -6.022 0.186 1.181 0.451
H -3.690 0.111 1.241 0.324
H -4.205 1.475 0.329 0.154
H -3.584 0.074 -0.619 -0.678
H -5.194 -2.101 -0.476 0.208
H -6.414 -1.961 0.438 0.347
C 3.105 -4.722 0.109 -0.580
O 3.634 -3.438 0.396 -0.224
C 4.215 -2.880 -0.775 -1.072
C 4.703 -1.482 -0.402 0.274
C 3.585 -0.621 0.145 0.075
N 5.381 -0.796 -1.522 -0.715
H 3.824 -5.324 -0.455 0.330
H 2.241 -4.541 -0.542 0.015
H 2.783 -5.251 1.002 0.307
H 5.046 -3.525 -1.067 0.487
H 3.434 -2.756 -1.536 0.302
H 5.536 -1.544 0.305 0.308
H 3.895 0.396 0.384 0.028
H 3.198 -0.996 1.099 0.010
H 2.666 -0.577 -0.446 -0.208
H 5.776 0.063 -1.169 0.276
H 4.679 -0.632 -2.235 0.275
C -1.905 -2.851 2.046 -0.733
O -0.962 -1.976 2.686 -0.327
C -0.070 -2.689 3.509 -1.056
C 1.005 -1.751 4.062 1.636
C 2.071 -2.642 4.751 -1.546
N 0.481 -0.804 5.057 -0.668
H -2.501 -2.291 1.331 -0.053
H -2.577 -3.314 2.770 0.373
H -1.393 -3.634 1.479 0.278
H -0.509 -3.159 4.397 0.319
H 0.427 -3.463 2.911 0.308
H 1.332 -1.102 3.247 -0.512
H 1.709 -3.625 5.048 0.366
H 2.588 -2.157 5.575 0.414
H 2.803 -2.744 3.943 0.303
H -0.198 -1.236 5.678 0.285
H -0.034 -0.082 4.563 0.202
N -3.916 3.820 -1.662 -0.329
C -3.511 2.986 -2.670 0.286
N -2.343 2.322 -2.472 0.467
O -4.218 2.857 -3.666 -0.751
H -4.644 4.437 -1.972 0.217
H -3.331 3.916 -0.851 0.167
H -1.875 2.656 -1.629 -0.060
H -1.757 2.085 -3.258 0.145
N 2.478 2.442 -0.477 0.790
C 3.034 3.652 -0.298 0.452
N 3.045 4.136 0.946 -0.335
O 3.524 4.301 -1.242 -0.831
H 1.993 1.978 0.289 -0.372
H 2.579 1.917 -1.323 -0.020
H 2.554 3.688 1.702 0.263
H 3.789 4.788 1.126 0.266
N -0.929 -0.687 0.164 0.986
C -0.005 0.251 -0.065 0.239
N 0.111 0.589 -1.380 0.822
O 0.778 0.639 0.812 -1.106
H -1.587 -1.024 -0.518 -0.279
H -0.850 -1.103 1.091 -0.089
H -0.439 0.131 -2.089 -0.371
H 0.771 1.314 -1.589 0.142
N 1.592 3.929 -3.577 -0.313
C 0.998 2.882 -4.249 0.500
N 1.744 1.733 -4.231 -0.325
O -0.077 2.937 -4.823 -0.669
H 2.388 3.746 -2.987 0.173
H 0.924 4.662 -3.406 0.243
H 1.522 1.024 -4.907 0.214
H 2.649 1.763 -3.797 0.180
N -3.612 -0.235 -3.862 -0.151
C -2.603 -1.134 -3.792 0.314
N -2.397 -1.798 -4.971 -0.400
O -1.983 -1.302 -2.736 -0.519
H -3.783 0.338 -3.053 -0.328
H -3.890 0.061 -4.780 0.207
H -1.828 -2.625 -4.945 0.199
H -2.929 -1.505 -5.766 0.146
```

HOMO energy = -8.775 eV
ΔE to the lowest compared entry with this formula, charge and spin = 31.21 kcal per mole
Total energy = -2860.3531 Ha